1.
A cluster of 5 separate species, C2H13NO5 in total at a distorted geometry, computed with the ωB97M-V functional and the def2-TZVPD basis.

Atoms and positions in Å:
C: -0.30 1.80 -1.30
C: -0.35 0.29 -1.40
N: -1.42 -0.36 -0.97
O: 0.60 -0.35 -1.86
H: -1.10 2.22 -1.90
H: 0.66 2.21 -1.63
H: -0.24 2.04 -0.23
H: -1.53 -1.36 -0.97
H: -2.09 0.14 -0.40
O: 3.21 -0.86 -1.09
H: 2.39 -0.50 -1.49
H: 3.29 -1.79 -1.26
O: 1.62 -0.10 1.03
H: 2.24 -0.18 0.26
H: 2.02 0.12 1.87
O: -1.78 1.85 2.43
H: -0.91 1.52 2.68
H: -2.20 1.46 3.20
O: -1.63 -2.42 1.03
H: -0.67 -2.35 0.97
H: -1.81 -3.37 1.02

Values from the calculation:
**Highest occupied orbital energy**: -0.3582 Eh
**Structure (SMILES)**: CC(N)=O.O.O.O.O

These are the natural (NBO) partial charges, in e, on atoms 1 to 6: number 1, C, carries -0.72; number 2, C, carries 0.70; number 3, N, carries -0.80; number 4, O, carries -0.71; number 5, H, carries 0.23; number 6, H, carries 0.24



2.
A cluster of 2 separate species, C9H21BrFNO4 in total, computed with the ωB97M-V functional and the def2-TZVPD basis.

Atoms and positions in Å:
N: -1.63 1.69 -0.92
C: -3.02 1.26 -0.78
C: -3.93 2.47 -0.98
O: -5.16 2.16 -1.65
C: -6.17 1.50 -1.06
F: -6.13 0.16 -1.39
Br: -6.22 1.58 0.90
H: -0.98 0.93 -0.71
H: -1.44 1.95 -1.89
H: -3.15 0.86 0.23
H: -3.33 0.48 -1.48
H: -4.16 2.97 -0.04
H: -3.45 3.20 -1.64
H: -7.13 1.90 -1.39
C: 1.63 -4.06 -0.30
O: 2.38 -2.88 -0.15
C: 2.35 -2.04 -1.29
C: 2.53 -0.59 -0.90
O: 1.40 -0.03 -0.25
C: 1.21 -0.32 1.13
C: 2.14 0.44 2.05
O: 3.45 -0.09 2.00
C: 4.43 0.83 2.40
H: 2.08 -4.74 -1.03
H: 1.60 -4.55 0.67
H: 0.60 -3.84 -0.62
H: 1.40 -2.16 -1.83
H: 3.17 -2.31 -1.98
H: 2.63 -0.02 -1.83
H: 3.43 -0.46 -0.31
H: 1.26 -1.39 1.32
H: 0.20 0.03 1.35
H: 1.74 0.35 3.08
H: 2.14 1.50 1.78
H: 4.34 1.78 1.85
H: 5.40 0.39 2.18
H: 4.38 1.05 3.47

Values from the calculation:
**Highest occupied orbital energy**: -0.3439 Eh
**Structure (SMILES)**: NCCO[C@@H](F)Br.COCCOCCOC

These are the natural (NBO) partial charges, in e, on atoms 1 to 6: number 1, N, carries -0.84; number 2, C, carries -0.26; number 3, C, carries -0.07; number 4, O, carries -0.52; number 5, C, carries 0.44; number 6, F, carries -0.36



3.
A cluster of 3 separate species, C37H59BrF3N4O5 in total at a distorted geometry, computed with the ωB97M-V functional and the def2-TZVPD basis.

Atoms and positions in Å:
C: 0.93 -1.50 4.54
C: 0.41 -1.61 3.19
N: 1.37 -1.64 2.01
C: 1.28 -0.36 1.22
C: 1.11 0.91 2.23
O: 1.58 2.12 1.59
C: 2.05 3.10 2.55
C: 0.80 3.96 3.12
O: 1.40 5.10 3.81
C: 1.24 4.91 5.27
C: -0.29 5.36 5.59
O: -0.51 5.40 7.03
C: -1.34 4.24 7.35
C: -1.74 4.43 8.92
C: 0.21 -0.37 0.02
C: -1.30 0.00 0.45
C: -2.42 -0.53 -0.61
C: -3.30 -1.76 -0.03
C: 0.82 0.66 -1.12
C: -0.22 1.77 -1.60
C: -0.99 1.52 -2.96
C: -2.06 2.55 -3.47
C: -2.41 3.86 -2.69
C: -3.51 4.93 -3.14
C: -1.63 4.13 -1.39
C: -0.56 3.09 -0.87
N: 0.16 -1.71 -0.65
C: 1.38 -2.52 -0.39
C: 1.31 -2.91 1.21
C: 2.65 -3.74 1.52
C: 2.93 -5.01 0.61
O: 3.22 -5.04 -0.59
Br: 2.89 -6.80 1.53
C: -0.06 -3.74 1.34
C: -0.11 -4.84 2.51
O: -0.34 -6.14 1.88
C: -1.39 -4.65 3.51
F: -2.57 -4.23 2.84
F: -1.68 -5.98 3.99
F: -1.08 -3.90 4.67
H: 0.55 -0.64 5.19
H: 1.75 -2.21 4.95
H: -0.71 -1.73 3.10
H: 2.31 -1.61 2.47
H: 2.33 -0.20 0.75
H: 1.76 0.78 3.18
H: 0.03 1.05 2.59
H: 2.74 2.69 3.36
H: 2.69 3.85 1.95
H: 0.14 3.32 3.78
H: 0.26 4.40 2.20
H: 1.43 3.80 5.49
H: 2.01 5.61 5.76
H: -0.52 6.36 5.06
H: -0.99 4.58 5.13
H: -2.35 4.25 6.78
H: -0.77 3.25 7.17
H: -0.77 4.40 9.52
H: -2.43 3.56 9.19
H: -2.32 5.41 9.02
H: -1.45 1.10 0.75
H: -1.50 -0.61 1.42
H: -3.16 0.36 -0.71
H: -2.00 -0.70 -1.65
H: -3.39 -2.54 -0.85
H: -4.37 -1.37 0.16
H: -2.94 -2.16 0.97
H: 1.13 0.07 -2.06
H: 1.77 1.20 -0.76
H: -0.85 0.59 -3.60
H: -2.64 2.39 -4.47
H: -3.25 5.48 -4.11
H: -4.59 4.51 -3.15
H: -3.53 5.75 -2.32
H: -1.85 5.09 -0.81
H: -0.04 3.36 0.11
H: -0.08 -1.66 -1.64
H: 1.26 -3.48 -1.03
H: 2.37 -2.02 -0.68
H: 2.70 -4.01 2.64
H: 3.54 -3.00 1.36
H: -0.99 -3.05 1.32
H: -0.15 -4.34 0.35
H: 0.80 -4.87 3.19
H: 0.11 -6.84 2.42
C: -4.05 -0.64 -7.99
C: -3.13 0.20 -8.87
C: -2.35 1.25 -8.08
C: -3.30 2.21 -7.42
N: -4.07 2.97 -6.90
H: -4.82 -0.02 -7.51
H: -4.57 -1.39 -8.58
H: -3.49 -1.15 -7.20
H: -3.73 0.68 -9.65
H: -2.42 -0.47 -9.37
H: -1.69 1.81 -8.75
H: -1.73 0.78 -7.32
C: 5.96 -2.58 -4.29
C: 5.23 -3.87 -3.92
C: 3.85 -3.97 -4.57
C: 2.98 -2.83 -4.11
N: 2.30 -1.93 -3.76
H: 5.43 -1.70 -3.94
H: 6.96 -2.56 -3.84
H: 6.09 -2.50 -5.38
H: 5.14 -3.92 -2.83
H: 5.84 -4.72 -4.23
H: 3.37 -4.91 -4.28
H: 3.93 -3.95 -5.66

Values from the calculation:
**Charge**: +1
**Highest occupied orbital energy**: -0.3772 Eh

These are the Löwdin partial charges, in e, on atoms 1 to 6: number 1, C, carries 0.08; number 2, C, carries -0.10; number 3, N, carries 0.00; number 4, C, carries -0.12; number 5, C, carries -0.13; number 6, O, carries -0.20